# 1
The following is a quantum chemistry calculation of a molecular structure, C56H49MgN6OP2S, from OMol25.

```
! RIJCOSX wB97M-V def2-TZVPD def2/J DEFGRID3
* xyz 1 1
Mg -17.0097 11.5278 -8.7394
C -17.7954 15.8088 -8.8315
C -17.1747 14.4573 -8.7220
N -17.7865 13.4218 -8.3594
N -19.0071 13.4657 -7.7977
C -19.5049 12.1912 -7.7371
O -19.0699 11.1611 -8.3253
C -20.7214 12.0042 -6.9616
C -21.2859 13.0470 -6.2749
C -22.4145 12.8752 -5.4918
C -23.0644 11.6784 -5.5095
C -22.5345 10.6338 -6.2411
C -21.3963 10.7846 -7.0074
C -15.8514 14.2170 -9.2821
C -15.0727 15.2096 -9.8317
C -13.8814 14.8394 -10.4790
C -13.3966 13.5409 -10.4234
C -14.2075 12.5807 -9.8235
N -15.3814 12.9149 -9.2830
H -18.6915 15.9682 -8.2002
H -18.1959 15.8218 -9.8370
H -17.1080 16.6173 -8.7612
H -20.8024 14.0436 -6.2220
H -22.7028 13.6952 -4.8111
H -23.9434 11.5438 -4.9134
H -23.0318 9.6654 -6.2676
H -20.9845 10.0151 -7.6815
H -15.3735 16.1827 -10.1331
H -13.3429 15.6054 -10.9107
H -12.4635 13.2523 -10.8935
H -14.0456 11.5055 -9.8376
C -18.7634 9.8917 -11.8966
N -18.2073 8.4953 -11.5572
C -16.8280 8.3159 -11.2142
P -16.2479 8.8047 -9.4536
C -14.4970 8.3790 -9.5357
C -13.9190 7.9384 -8.3903
C -12.5845 7.6263 -8.3155
C -11.8121 7.7168 -9.4142
C -12.3944 8.1207 -10.6208
C -13.7099 8.4648 -10.6784
C -17.0224 7.5315 -8.4542
C -18.2857 7.8856 -8.0269
C -19.1043 6.9867 -7.3249
C -18.5095 5.7667 -6.9972
C -17.2306 5.3206 -7.3894
C -16.4742 6.2660 -8.1016
C -19.1303 7.4844 -11.2694
C -20.4846 7.7536 -11.1126
C -21.4508 6.7921 -10.9183
C -21.0381 5.4859 -10.9802
C -19.7520 5.1019 -11.2185
C -18.7629 6.0873 -11.3779
P -17.6018 11.3477 -11.5826
C -18.7278 12.6612 -12.1775
C -18.6352 13.3026 -13.3889
C -19.4569 14.4069 -13.6026
C -20.4779 14.7111 -12.7712
C -20.6294 14.0842 -11.4891
C -19.6455 13.1078 -11.1732
C -16.3857 11.3245 -12.8359
C -15.5517 12.4297 -12.8399
C -14.5416 12.5853 -13.7388
C -14.3412 11.6376 -14.7445
C -15.1438 10.4887 -14.7566
C -16.1855 10.3790 -13.8389
H -19.4627 10.1548 -11.1521
H -19.3358 9.8513 -12.8581
H -16.2009 8.8750 -11.8971
H -16.6549 7.2649 -11.3450
H -14.5940 7.7918 -7.5848
H -12.1576 7.2575 -7.3740
H -10.7095 7.6312 -9.4564
H -11.7661 8.1179 -11.4801
H -14.0369 8.8656 -11.6711
H -18.6505 8.8851 -8.2297
H -20.1228 7.1950 -7.0611
H -19.2183 5.0855 -6.4766
H -16.9490 4.3651 -7.0789
H -15.4154 5.9811 -8.4294
H -20.8099 8.8070 -11.1101
H -22.4872 7.1070 -10.7441
H -21.7901 4.7088 -10.7369
H -19.5425 4.0115 -11.3609
H -17.7662 5.7336 -11.8023
H -17.8861 13.0092 -14.1607
H -19.4147 14.8636 -14.5822
H -21.2314 15.4701 -13.0073
H -21.3651 14.4579 -10.7812
H -19.6450 12.6974 -10.1238
H -15.8225 13.1901 -12.1477
H -13.8377 13.4510 -13.7259
H -13.4705 11.8234 -15.4706
H -14.9737 9.6200 -15.4528
H -16.9460 9.5705 -13.9025
S -14.7996 8.0357 -3.4378
C -15.3657 8.9616 -4.8039
C -16.7529 9.2127 -5.0851
C -17.0515 10.1764 -6.0955
N -16.1226 10.7908 -6.8328
C -14.8483 10.5232 -6.5655
C -14.4125 9.6038 -5.5944
C -16.1062 6.8514 -2.9972
C -16.6880 6.0656 -3.9718
C -17.6283 5.1291 -3.5956
N -17.9167 4.9134 -2.2819
C -17.3067 5.6581 -1.3666
C -16.3946 6.6299 -1.6958
H -17.5805 8.8128 -4.5847
H -18.1011 10.3844 -6.3252
H -14.0526 11.0504 -7.1448
H -13.2986 9.4692 -5.4105
H -16.2913 6.1069 -5.0482
H -18.0861 4.5560 -4.3372
H -17.4787 5.3728 -0.3191
H -15.9308 7.1148 -0.9223
*
```

Summary:
- Gap between HOMO and LUMO: 6.80 eV
- LUMO: -2.7904 eV
- ΔE to the lowest compared entry with this formula, charge and spin: 0.0 kJ/mol
- HOMO energy: -9.6 eV

# 2
The following is a quantum chemistry calculation of a molecular structure, C3H2NO2S, from OMol25.

```
! RIJCOSX wB97M-V def2-TZVPD def2/J DEFGRID3
* xyz -1 1
C -0.3825 0.8266 0.6006
C 0.5659 -0.0889 1.3035
C -0.1870 -0.3474 -1.3721
N -0.6573 0.6992 -0.6215
O 0.4301 -0.2222 -2.5552
O 0.7897 0.0157 2.5022
S 1.1915 -1.2519 0.2175
H -0.8861 1.5848 1.1925
H -0.8642 -1.2159 -1.2676
*
```

Summary:
- Gap between HOMO and LUMO: 7.90 eV
- LUMO: 3.8571 eV
- ΔE to the lowest compared entry with this formula, charge and spin: 90.1 kJ/mol
- HOMO energy: -4.0 eV

# 3
The following is a quantum chemistry calculation of a single C2H2O3S molecule, from OMol25.

```
! RIJCOSX wB97M-V def2-TZVPD def2/J DEFGRID3
* xyz 0 1
O 1.6055 -0.6623 -1.0408
C 1.0574 -0.1278 -0.1026
O 1.6702 0.1676 1.0529
C -0.3935 0.3178 -0.0810
O -0.6264 1.6059 -0.3215
S -1.6355 -0.7276 0.1808
H 2.5711 -0.1484 0.9541
H -1.5808 1.7591 -0.2696
*
```

Summary:
- SMILES: O=C(O)C(O)=S
- Gap between HOMO and LUMO: 9.32 eV
- LUMO: -0.2586 eV
- ΔE to the lowest compared entry with this formula, charge and spin: 62.3 kJ/mol
- HOMO energy: -9.6 eV

# 4
The following is a quantum chemistry calculation of a molecular structure, C18H31BCuF6N7O5S5, from OMol25.

```
! RIJCOSX wB97M-V def2-TZVPD def2/J DEFGRID3
* xyz -1 2
Cu 0.1215 -0.7786 0.4071
C -2.5588 -2.5840 1.9134
N -1.4214 -3.4944 1.9989
C -1.0750 -4.2609 3.0928
C 0.0787 -4.8884 2.7692
N 0.4335 -4.4993 1.4958
B 1.7011 -5.0019 0.7616
N 2.6942 -3.8245 0.3873
C 3.7314 -4.1056 -0.4736
C 4.5907 -3.0651 -0.4670
N 4.0616 -2.1347 0.4003
C 4.6852 -0.8803 0.7748
C 2.8802 -2.5951 0.8979
S 1.8853 -1.6528 1.9452
C -0.4989 -3.6517 1.0383
S -0.5134 -2.8553 -0.4812
H -3.2558 -2.8411 2.7075
H -3.0400 -2.6873 0.9424
H -2.2195 -1.5523 2.0199
H -1.6729 -4.2807 3.9867
H 0.6964 -5.5566 3.3409
H 1.4177 -5.5739 -0.2679
H 2.2849 -5.7270 1.5467
H 3.7648 -5.0337 -1.0162
H 5.5113 -2.8990 -0.9981
H 5.6200 -0.7934 0.2238
H 4.8819 -0.8679 1.8457
H 4.0298 -0.0523 0.5274
C 0.5371 1.7100 3.1471
C -0.6478 1.3881 2.2413
C -1.9639 1.6962 2.9478
O -0.6468 0.0464 1.8810
H 0.5714 2.7734 3.4097
H 1.4748 1.4293 2.6649
H 0.4554 1.1206 4.0650
H -0.6056 2.0371 1.3495
H -2.0314 1.1012 3.8637
H -2.8020 1.4320 2.3004
H -2.0384 2.7562 3.2067
C 0.9171 3.7299 -0.2948
N 1.8664 2.7441 -0.8184
C 2.9840 2.4915 0.0744
C 1.4297 1.7307 -1.6372
S 1.8422 0.1039 -1.3250
N 0.7294 2.0888 -2.7158
C 0.1337 1.1018 -3.6073
C 0.6226 3.4686 -3.1769
H 0.8469 3.6071 0.7886
H -0.0736 3.5714 -0.7017
H 1.2444 4.7507 -0.5097
H 3.3252 3.4579 0.4496
H 3.7971 2.0145 -0.4672
H 2.7073 1.8556 0.9173
H -0.0534 0.1826 -3.0681
H 0.8177 0.8942 -4.4358
H -0.8042 1.4999 -3.9893
H 1.4906 4.0350 -2.8484
H -0.2919 3.9466 -2.8245
H 0.6004 3.4532 -4.2663
F -4.3992 -0.5964 -3.1123
C -3.4262 -1.0760 -2.3379
F -3.8040 -2.2610 -1.8717
F -2.3397 -1.2470 -3.0900
S -3.0714 0.0822 -0.9081
O -1.6332 0.2455 -0.9066
O -3.7149 -0.5542 0.1979
N -3.8710 1.3863 -1.2784
S -3.2962 2.6268 -2.0495
O -2.2889 3.3759 -1.3433
O -3.0863 2.4107 -3.4606
C -4.8027 3.6712 -1.9534
F -5.8026 3.1398 -2.6541
F -4.5108 4.8675 -2.4745
F -5.2019 3.8483 -0.6975
*
```

Summary:
- Gap between HOMO and LUMO (spin up / spin down): 7.41 / 6.90 eV
- LUMO (spin up / spin down): 2.4516 / 1.7204 eV
- ΔE to the lowest compared entry with this formula, charge and spin: 10.3 kJ/mol
- HOMO energy (spin up / spin down): -5.0 / -5.2 eV

# 5
The following is a quantum chemistry calculation of a single C5H10N2O3 molecule, from OMol25.

```
! RIJCOSX wB97M-V def2-TZVPD def2/J DEFGRID3
* xyz 0 1
C 1.0725 -1.7147 0.4173
C -0.2007 -0.9645 -0.0211
N -0.5887 0.1834 0.8178
C -0.1553 1.4826 0.7643
O -0.4929 2.1791 1.7092
C 0.8450 1.9377 -0.2448
N 0.2112 2.7755 -1.2288
C -1.2866 -2.0333 0.0513
O -1.2273 -3.1438 0.5540
O -2.3217 -1.7933 -0.7632
H 1.8731 -1.0456 0.7378
H 1.5100 -2.1785 -0.5128
H 0.7863 -2.5381 0.9722
H -0.1749 -0.6925 -1.0685
H -1.2836 -0.0173 1.5776
H 1.2810 1.0933 -0.7341
H 1.7078 2.4143 0.2188
H 0.4128 3.6914 -0.8630
H 0.9508 2.8147 -1.9562
H -2.9189 -2.4504 -0.4279
*
```

Summary:
- SMILES: C[C@H](NC(=O)CN)C(=O)O
- Gap between HOMO and LUMO: 10.27 eV
- LUMO: 0.5295 eV
- ΔE to the lowest compared entry with this formula, charge and spin: 167.3 kJ/mol
- HOMO energy: -9.7 eV

Which of these has the lowest ΔE to the lowest compared entry with this formula, charge and spin?
C56H49MgN6OP2S